{
  "formula": "C36H44N5P2Pb",
  "method": "ωB97M-V with the def2-TZVPD basis set",
  "total_energy_ha": -2546.66474,
  "homo_lumo_gap_ev": [5.48, 6.31],
  "homo_energy_ev": [-15.70, -15.70],
  "spin_multiplicity": 1,
  "lumo_ev": [-10.218, -9.387],
  "total_charge": 3,
  "symbols": ["Pb", "N", "C", "C", "N", "C", "C", "N", "C", "C", "N", "H", "H", "H", "H", "H", "H", "H", "H", "H", "H", "H", "H", "H", "H", "H", "H", "H", "H", "C", "P", "C", "C", "C", "C", "C", "C", "C", "C", "C", "C", "C", "C", "C", "C", "C", "C", "C", "P", "C", "C", "C", "C", "C", "C", "C", "C", "C", "C", "C", "C", "N", "H", "H", "H", "H", "H", "H", "H", "H", "H", "H", "H", "H", "H", "H", "H", "H", "H", "H", "H", "H", "H", "H", "H", "H", "H", "H"],
  "xyz": [[0.83558, -0.49105, -0.39589], [3.27826, -0.54216, 1.33195], [4.37822, 0.17591, 0.66465], [3.85095, 1.21734, -0.31221], [3.02366, 0.68234, -1.42074], [2.55819, 1.80883, -2.26369], [1.44905, 2.61995, -1.62252], [0.28705, 1.74721, -1.38459], [3.80056, -0.27056, -2.25027], [3.54057, -1.72567, -1.90980], [2.10245, -2.02013, -2.05855], [3.01178, -0.04546, 2.17642], [3.60153, -1.44758, 1.65827], [5.01606, -0.54404, 0.15471], [5.03035, 0.68641, 1.37721], [4.69846, 1.77211, -0.73284], [3.24999, 1.94115, 0.24250], [2.17639, 1.39531, -3.19942], [3.39207, 2.46978, -2.52549], [1.19084, 3.44710, -2.28721], [1.75818, 3.05774, -0.67409], [-0.21239, 1.58350, -2.25946], [-0.39497, 2.18879, -0.77414], [4.87151, -0.05775, -2.18338], [3.52914, -0.11313, -3.29538], [3.81257, -1.95695, -0.88176], [4.15502, -2.35343, -2.55910], [1.92786, -2.99152, -1.81601], [1.82301, -1.93249, -3.03358], [-2.94228, -1.36214, -0.94022], [-1.54093, -1.15838, -2.10910], [-1.73956, -2.55868, -3.22056], [-0.90891, -3.66785, -3.07381], [-1.07880, -4.78224, -3.88259], [-2.07797, -4.78496, -4.84598], [-2.91131, -3.68376, -4.99665], [-2.74731, -2.57235, -4.18714], [-1.95846, 0.30979, -3.08877], [-1.23264, 0.54116, -4.26183], [-1.43625, 1.69634, -4.99964], [-2.36500, 2.63841, -4.57355], [-3.09341, 2.41551, -3.41443], [-2.89229, 1.25725, -2.67294], [-2.94361, -0.51043, 0.27117], [-4.08027, -0.38927, 1.16041], [-3.67531, 0.42110, 2.16943], [-2.31599, 0.77292, 1.86338], [-1.46466, 1.66271, 2.69883], [-1.56597, 3.45083, 2.28168], [-0.43145, 4.38095, 3.25068], [0.39235, 3.80047, 4.22706], [1.24766, 4.60124, 4.95814], [1.30641, 5.96995, 4.71020], [0.50919, 6.55033, 3.73025], [-0.35762, 5.76345, 2.99621], [-3.20705, 4.10314, 2.27775], [-3.58942, 5.09633, 3.19375], [-4.88748, 5.57274, 3.17332], [-5.79416, 5.08565, 2.24058], [-5.41557, 4.11430, 1.31793], [-4.12465, 3.62537, 1.32715], [-1.88561, 0.20372, 0.71337], [-2.91670, -2.41394, -0.62434], [-3.89348, -1.25596, -1.47344], [-0.14783, -3.67899, -2.30321], [-0.43859, -5.64509, -3.76078], [-2.21163, -5.64986, -5.48138], [-3.68970, -3.69378, -5.74718], [-3.39425, -1.71330, -4.31990], [-0.52747, -0.20143, -4.61997], [-0.88676, 1.85473, -5.91754], [-2.53405, 3.53339, -5.15659], [-3.83576, 3.13523, -3.09661], [-3.48364, 1.10082, -1.77851], [-5.03320, -0.87577, 1.02987], [-4.23242, 0.74044, 3.03576], [-0.41313, 1.37714, 2.64153], [-1.77962, 1.58420, 3.74614], [0.33773, 2.74327, 4.44820], [1.86133, 4.16751, 5.73532], [1.97782, 6.58915, 5.29016], [0.56367, 7.61356, 3.54285], [-0.97957, 6.21435, 2.23292], [-2.88745, 5.46555, 3.92711], [-5.19655, 6.32180, 3.88911], [-6.80601, 5.46783, 2.23038], [-6.12972, 3.75235, 0.59143], [-3.82145, 2.88380, 0.59761]],
  "lowdin_charge": [1.27, -0.05, -0.24, -0.19, -0.24, -0.18, -0.21, -0.07, -0.17, -0.23, -0.08, 0.08, 0.09, 0.11, 0.13, 0.14, 0.11, 0.12, 0.14, 0.14, 0.11, 0.05, 0.07, 0.14, 0.13, 0.10, 0.14, 0.08, 0.09, -0.26, 0.95, -0.40, -0.11, -0.05, -0.04, -0.04, -0.07, -0.42, -0.11, -0.05, -0.05, -0.05, -0.09, -0.32, 0.02, -0.01, -0.34, -0.22, 1.21, -0.38, -0.07, -0.04, -0.01, -0.03, -0.09, -0.36, -0.06, -0.03, -0.01, -0.04, -0.09, 0.05, 0.12, 0.12, 0.08, 0.12, 0.12, 0.12, 0.12, 0.11, 0.12, 0.12, 0.11, 0.09, 0.13, 0.13, 0.09, 0.12, 0.10, 0.12, 0.13, 0.13, 0.12, 0.11, 0.13, 0.13, 0.12, 0.10]
}

---

{
  "formula": "C5H8O2",
  "method": "ωB97M-V with the def2-TZVPD basis set",
  "total_energy_ha": -345.71703,
  "de_lowest_kj_mol": 230.84,
  "homo_lumo_gap_ev": 10.68,
  "homo_energy_ev": -9.76,
  "spin_multiplicity": 1,
  "lumo_ev": 0.922,
  "symbols": ["C", "C", "O", "C", "C", "O", "C", "H", "H", "H", "H", "H", "H", "H", "H"],
  "xyz": [[1.51121, 0.66639, -0.33333], [0.34438, -0.02062, 0.33897], [0.64802, -0.47334, 1.64157], [-1.03954, 0.69107, 0.47496], [-1.66604, -0.44322, -0.33010], [-1.04650, -0.33561, -1.60147], [-0.37069, -1.06513, -0.56011], [1.22333, 0.92702, -1.35376], [1.82508, 1.56804, 0.19777], [2.36785, -0.02033, -0.38467], [1.45520, -1.00080, 1.63272], [-1.33675, 0.77344, 1.52181], [-1.13060, 1.65299, -0.03153], [-2.65417, -0.88195, -0.26264], [-0.13078, -2.03796, -0.95018]],
  "nbo_charge": [-0.64, 0.25, -0.71, -0.43, 0.05, -0.50, 0.00, 0.23, 0.22, 0.20, 0.47, 0.23, 0.22, 0.20, 0.21]
}

---

{
  "formula": "C11H10BCl2F4FeN2O4",
  "method": "ωB97M-V with the def2-TZVPD basis set",
  "total_energy_ha": -3444.53366,
  "de_lowest_kj_mol": 0.00,
  "homo_lumo_gap_ev": [9.17, 8.43],
  "homo_energy_ev": [-6.48, -5.74],
  "spin_multiplicity": 5,
  "lumo_ev": [2.691, 2.689],
  "total_charge": -1,
  "symbols": ["Fe", "O", "C", "O", "C", "C", "C", "C", "C", "N", "H", "H", "H", "H", "Cl", "C", "Cl", "H", "H", "O", "C", "C", "C", "C", "O", "N", "H", "H", "H", "H", "F", "B", "F", "F", "F"],
  "xyz": [[0.25011, 0.49430, 1.25072], [-3.18423, 2.37024, 0.11805], [-2.24880, 1.61820, 0.33912], [-1.10126, 1.93033, 0.82029], [-2.41746, 0.12942, 0.00007], [-3.57734, -0.35093, -0.59113], [-3.65784, -1.69894, -0.88477], [-2.58593, -2.52478, -0.57266], [-1.46710, -1.96440, 0.02068], [-1.38577, -0.66501, 0.29038], [-4.37352, 0.34880, -0.79920], [-4.54718, -2.10985, -1.34687], [-2.61396, -3.58612, -0.77584], [-0.60861, -2.55914, 0.30778], [2.03261, 5.00416, -0.83243], [1.13579, 3.54664, -0.36249], [1.88031, 2.77164, 1.05718], [1.17242, 2.84038, -1.18662], [0.12645, 3.81812, -0.08205], [1.54022, 1.28684, -2.77503], [1.75568, 0.33418, -2.05068], [2.56550, -0.89961, -2.47572], [2.71899, -1.69676, -1.18618], [1.81220, -0.93970, -0.23924], [1.53250, -1.27971, 0.92613], [1.31373, 0.18636, -0.76304], [3.50056, -0.59000, -2.93884], [1.98565, -1.43002, -3.23320], [3.73332, -1.65877, -0.78394], [2.43155, -2.74556, -1.24318], [-0.53791, -0.49026, 3.13705], [0.45978, -0.01166, 4.06639], [-0.11627, 0.79100, 5.01507], [1.29750, 0.78434, 3.18792], [1.17832, -1.05374, 4.58627]],
  "nbo_charge": [1.58, -0.65, 0.75, -0.85, 0.11, -0.22, -0.17, -0.26, 0.05, -0.50, 0.25, 0.21, 0.21, 0.22, -0.06, -0.39, -0.02, 0.26, 0.25, -0.63, 0.68, -0.51, -0.51, 0.65, -0.71, -0.74, 0.23, 0.22, 0.23, 0.23, -0.58, 1.35, -0.55, -0.59, -0.55]
}

---

{
  "formula": "C37H40AsAuNOP2",
  "method": "ωB97M-V with the def2-TZVPD basis set",
  "total_energy_ha": -4617.76461,
  "homo_lumo_gap_ev": [6.78, 6.65],
  "homo_energy_ev": [-8.60, -10.56],
  "spin_multiplicity": 3,
  "lumo_ev": [-1.813, -3.912],
  "total_charge": 1,
  "symbols": ["C", "C", "C", "C", "C", "C", "C", "C", "C", "C", "C", "C", "C", "H", "H", "H", "H", "H", "H", "H", "N", "Au", "C", "H", "H", "C", "H", "H", "P", "P", "C", "H", "H", "H", "C", "H", "H", "H", "C", "H", "H", "H", "C", "H", "H", "H", "H", "H", "O", "As", "C", "C", "C", "C", "C", "C", "C", "C", "C", "C", "C", "C", "C", "C", "C", "C", "C", "C", "H", "H", "H", "H", "H", "H", "H", "H", "H", "H", "H", "H", "H", "H", "H"],
  "xyz": [[-1.72115, 2.99409, -3.75930], [-1.43449, 1.69032, -3.34879], [-0.09347, 1.20601, -3.51592], [0.93064, 2.18565, -3.47412], [0.64863, 3.49457, -3.88132], [-0.67648, 3.87012, -4.09982], [2.15426, 1.75047, -2.74476], [2.54305, 0.40341, -3.25630], [1.46955, -0.52111, -3.34582], [1.77380, -1.88707, -3.01646], [3.08201, -2.33526, -3.17627], [4.11219, -1.41962, -3.44942], [3.85289, -0.04806, -3.43480], [-2.76330, 3.31574, -3.79068], [1.47595, 4.18964, -4.03363], [-0.91941, 4.86254, -4.47899], [2.96579, 2.48058, -2.76154], [3.28816, -3.40214, -3.05258], [5.11485, -1.79535, -3.64749], [4.65524, 0.68548, -3.55092], [0.18302, -0.12449, -3.52325], [0.25306, 0.65316, -0.05279], [-2.39321, 0.85103, -2.52949], [-2.29771, -0.20166, -2.82876], [-3.42620, 1.20053, -2.65144], [0.71393, -2.70420, -2.30486], [-0.26009, -2.50177, -2.76351], [0.94883, -3.77947, -2.33246], [-1.98303, 0.89809, -0.71475], [0.57869, -2.21628, -0.53289], [1.72558, -3.22400, 0.41947], [1.47911, -3.12308, 1.48310], [1.64363, -4.27911, 0.10984], [2.74235, -2.85664, 0.25783], [-1.04326, -2.82221, -0.03442], [-1.00638, -3.92086, 0.04788], [-1.31699, -2.39123, 0.93354], [-1.80762, -2.56254, -0.77841], [-2.35752, 2.58524, -0.15841], [-3.39822, 2.85122, -0.39393], [-2.19164, 2.60517, 0.93039], [-1.66144, 3.27875, -0.64929], [-3.37551, -0.05183, -0.03105], [-3.24856, -0.13532, 1.05506], [-4.31764, 0.47603, -0.25898], [-3.41761, -1.05474, -0.47735], [1.78776, 1.57136, -1.61310], [1.32233, -0.74120, -0.18373], [-0.97186, -0.12031, 2.04986], [-0.42915, -0.19677, 3.64863], [-1.72600, -1.25039, 4.63367], [-2.73766, -1.91406, 3.92563], [-3.69677, -2.66218, 4.62215], [-3.63745, -2.74898, 6.01831], [-2.61566, -2.10015, 6.72187], [-1.65633, -1.34692, 6.03096], [1.34722, -0.96919, 3.60478], [1.59073, -2.18570, 4.25497], [2.87366, -2.74220, 4.21009], [3.89697, -2.09693, 3.50916], [3.63940, -0.90093, 2.83553], [2.36235, -0.33445, 2.88750], [-0.36701, 1.62227, 4.31350], [-1.51999, 2.41060, 4.18273], [-1.48216, 3.75206, 4.59245], [-0.30084, 4.30094, 5.10288], [0.84745, 3.50554, 5.22223], [0.81480, 2.15976, 4.82751], [-2.76151, -1.84234, 2.83710], [-4.48726, -3.17291, 4.06506], [-4.39064, -3.33022, 6.55215], [-2.56706, -2.18130, 7.80779], [-0.85518, -0.84780, 6.57747], [0.77871, -2.68888, 4.77944], [3.06957, -3.68120, 4.73095], [4.89443, -2.53814, 3.47386], [4.42848, -0.40110, 2.27063], [2.14790, 0.57529, 2.32334], [-2.42785, 1.98024, 3.75742], [-2.38137, 4.36840, 4.49904], [-0.27060, 5.34826, 5.41148], [1.77432, 3.92713, 5.61214], [1.70322, 1.53212, 4.90800]],
  "lowdin_spin": [-0.01, 0.10, 0.00, 0.11, -0.02, 0.12, 0.08, 0.10, 0.00, 0.09, -0.01, 0.12, -0.02, 0.00, 0.00, 0.01, 0.00, 0.00, 0.01, 0.00, 0.31, 0.27, 0.02, 0.00, 0.00, 0.04, 0.00, 0.01, 0.05, 0.21, 0.01, 0.00, 0.00, 0.00, 0.04, 0.01, 0.00, 0.00, 0.00, 0.00, 0.00, 0.00, 0.01, 0.00, 0.00, 0.00, 0.08, 0.15, 0.03, 0.00, 0.00, 0.00, 0.00, 0.00, 0.00, 0.00, 0.00, 0.00, 0.00, 0.00, 0.00, 0.02, 0.00, 0.00, 0.00, 0.00, 0.00, 0.00, 0.00, 0.00, 0.00, 0.00, 0.00, 0.00, 0.00, 0.00, 0.00, 0.03, 0.00, 0.00, 0.00, 0.00, 0.00]
}

---

{
  "formula": "C14H22BrClN2O4PdSb",
  "method": "ωB97M-V with the def2-TZVPD basis set",
  "total_energy_ha": -4359.59825,
  "de_lowest_kj_mol": 36.42,
  "homo_lumo_gap_ev": 7.51,
  "homo_energy_ev": -4.96,
  "spin_multiplicity": 1,
  "lumo_ev": 2.550,
  "total_charge": -1,
  "symbols": ["Pd", "N", "N", "C", "O", "O", "H", "H", "H", "Cl", "C", "C", "Sb", "C", "C", "C", "C", "H", "H", "H", "H", "H", "H", "H", "H", "H", "H", "H", "H", "H", "H", "H", "Br", "C", "C", "C", "C", "C", "C", "C", "O", "O", "H", "H", "H", "H"],
  "xyz": [[-2.04072, 0.03813, 1.57680], [-1.90146, 0.13102, 3.59080], [-1.65657, -1.15714, 4.11000], [-1.77764, -2.25881, 3.20052], [-1.87878, -3.36707, 3.69237], [-1.75613, -1.93578, 1.95130], [-1.12799, 0.73847, 3.83941], [-2.77675, 0.53774, 3.91478], [-2.11223, -1.34764, 4.98984], [-2.53673, 2.28161, 1.59910], [3.18595, -0.07958, 3.45673], [3.24350, -0.47917, 1.98129], [1.29595, -0.21608, 1.01798], [1.26947, 1.93963, 1.21083], [2.52937, 2.66552, 0.74993], [2.05335, -0.23975, -1.00494], [1.68534, -1.52258, -1.75082], [4.13636, -0.24962, 3.97242], [2.41923, -0.64912, 3.98875], [2.94228, 0.97967, 3.56883], [3.50928, -1.53603, 1.88735], [4.00614, 0.09416, 1.44980], [1.04800, 2.17099, 2.25546], [0.39388, 2.25106, 0.64059], [3.40450, 2.36827, 1.33412], [2.42060, 3.74942, 0.85248], [2.74894, 2.45639, -0.29893], [3.13314, -0.08071, -0.98294], [1.58957, 0.62421, -1.48353], [2.13046, -2.40290, -1.27958], [2.02477, -1.49773, -2.79098], [0.60359, -1.66753, -1.75701], [-0.03984, 0.70596, -6.07226], [-1.42244, 0.16693, -4.87869], [-2.59366, -0.35232, -5.40362], [-3.59764, -0.74701, -4.52808], [-3.42114, -0.62466, -3.15711], [-2.23791, -0.09991, -2.65019], [-1.22953, 0.30164, -3.51715], [-2.02401, 0.02252, -1.15666], [-2.94856, -0.40295, -0.40928], [-0.95627, 0.51535, -0.74908], [-2.71649, -0.44743, -6.47386], [-4.51981, -1.15430, -4.92445], [-4.18511, -0.93224, -2.45597], [-0.31623, 0.70932, -3.10635]],
  "nbo_charge": [0.93, -0.58, -0.54, 0.87, -0.68, -0.72, 0.39, 0.39, 0.37, -0.62, -0.62, -0.77, 1.04, -0.75, -0.62, -0.74, -0.62, 0.19, 0.20, 0.20, 0.21, 0.20, 0.20, 0.25, 0.19, 0.20, 0.20, 0.20, 0.22, 0.19, 0.19, 0.22, 0.02, -0.07, -0.25, -0.22, -0.19, -0.05, -0.24, 0.75, -0.71, -0.75, 0.22, 0.21, 0.24, 0.25]
}